{"formula": "C34H43N9O4S4TeTi", "method": "ωB97M-V with the def2-TZVPD basis set", "species": ["Ti", "C", "N", "C", "C", "N", "C", "S", "C", "C", "C", "C", "C", "N", "H", "H", "H", "H", "H", "H", "H", "H", "H", "N", "C", "C", "C", "O", "O", "H", "H", "H", "H", "H", "H", "C", "C", "N", "C", "S", "N", "C", "C", "H", "H", "H", "H", "H", "H", "H", "H", "H", "H", "H", "H", "N", "C", "C", "C", "C", "C", "C", "S", "O", "O", "N", "C", "S", "C", "C", "N", "H", "H", "H", "H", "H", "H", "H", "H", "C", "Te", "C", "C", "C", "C", "C", "C", "C", "H", "H", "H", "H", "H", "H", "H", "H"], "positions_angstrom": [[0.920, 0.017, 0.500], [2.916, -0.375, 5.294], [3.005, 0.699, 4.309], [4.120, 1.502, 4.141], [3.867, 2.345, 3.126], [2.590, 2.042, 2.670], [2.077, 1.014, 3.401], [0.541, 0.309, 3.154], [1.771, 2.846, 1.850], [1.849, 4.225, 1.952], [0.903, 4.988, 1.294], [-0.115, 4.340, 0.611], [-0.091, 2.966, 0.541], [0.867, 2.213, 1.098], [3.121, 0.031, 6.281], [3.641, -1.146, 5.042], [1.910, -0.782, 5.272], [4.999, 1.380, 4.747], [4.477, 3.102, 2.669], [2.604, 4.679, 2.577], [0.934, 6.066, 1.357], [-0.916, 4.886, 0.133], [-0.865, 2.424, 0.030], [0.108, -1.812, 1.167], [0.828, -2.694, 2.123], [2.320, -2.794, 1.836], [3.097, -1.495, 1.840], [4.139, -1.341, 2.410], [2.551, -0.469, 1.139], [-0.779, -1.496, 1.592], [-0.200, -2.348, 0.344], [0.388, -3.692, 2.070], [0.660, -2.311, 3.126], [2.475, -3.262, 0.862], [2.796, -3.440, 2.572], [-6.999, 0.146, 0.942], [-5.873, 0.313, -0.070], [-4.568, 0.563, 0.537], [-3.808, -0.348, 1.173], [-2.436, 0.197, 2.027], [-4.170, -1.630, 1.074], [-3.620, -2.747, 1.833], [-4.520, -3.128, 2.996], [-7.941, -0.040, 0.427], [-7.113, 1.047, 1.543], [-6.815, -0.686, 1.623], [-6.075, 1.159, -0.726], [-5.792, -0.553, -0.732], [-4.331, 1.513, 0.772], [-5.034, -1.828, 0.593], [-2.642, -2.441, 2.195], [-3.487, -3.583, 1.145], [-4.616, -2.296, 3.695], [-4.105, -3.981, 3.532], [-5.516, -3.409, 2.651], [-3.474, 5.111, -3.809], [-2.704, 4.077, -3.399], [-1.503, 3.772, -4.071], [-0.710, 2.735, -3.650], [-1.078, 1.988, -2.525], [-2.271, 2.266, -1.858], [-3.075, 3.296, -2.288], [-0.054, 0.677, -2.054], [0.363, -0.004, -3.242], [1.092, 1.157, -1.186], [-0.741, -0.200, -0.923], [-1.663, -1.178, -1.325], [-3.028, -0.853, -2.328], [-3.417, -2.522, -2.309], [-2.527, -3.195, -1.543], [-1.526, -2.429, -0.996], [-3.272, 5.581, -4.674], [-4.393, 5.246, -3.427], [-1.215, 4.354, -4.936], [0.194, 2.491, -4.191], [-2.580, 1.655, -1.015], [-4.008, 3.506, -1.779], [-4.248, -2.914, -2.871], [-2.533, -4.260, -1.368], [3.986, -2.665, -1.127], [2.063, -1.935, -1.729], [3.234, -0.552, -2.853], [4.529, -1.272, -3.122], [5.358, -0.914, -4.178], [6.543, -1.599, -4.395], [6.903, -2.648, -3.560], [6.079, -3.011, -2.507], [4.892, -2.323, -2.285], [3.929, -3.737, -0.951], [4.322, -2.171, -0.215], [3.366, 0.351, -2.255], [2.687, -0.303, -3.756], [5.072, -0.105, -4.839], [7.181, -1.323, -5.224], [7.822, -3.190, -3.737], [6.357, -3.835, -1.861]], "homo_lumo_gap_ev": 6.94, "spin_multiplicity": 1, "charge": 2, "relative_energy_kcal_mol": 0.0}


{"formula": "C2H2KO5", "method": "ωB97M-V with the def2-TZVPD basis set", "species": ["C", "O", "O", "C", "O", "K", "O", "H", "O", "H"], "positions_angstrom": [[-1.962, 2.201, -0.481], [-1.054, 2.925, -0.027], [-3.033, 2.413, -1.026], [0.797, -1.618, -0.055], [0.813, -2.747, -0.456], [0.656, 1.441, 0.958], [0.090, -1.157, 0.979], [-0.352, -1.876, 1.450], [1.736, -0.655, -0.306], [2.309, -0.927, -1.037]], "homo_lumo_gap_ev": [4.72, 7.82], "spin_multiplicity": 2}


{"formula": "C8H22N2O6PPt", "method": "ωB97M-V with the def2-TZVPD basis set", "species": ["Pt", "P", "O", "O", "O", "O", "C", "C", "C", "O", "C", "N", "H", "H", "H", "H", "H", "H", "H", "H", "H", "H", "H", "C", "C", "C", "O", "C", "N", "H", "H", "H", "H", "H", "H", "H", "H", "H", "H", "H"], "positions_angstrom": [[0.379, -0.871, -0.398], [0.829, -2.938, -1.598], [-0.151, -1.923, -2.186], [0.618, -2.971, -0.082], [1.996, -2.065, -1.145], [1.376, -4.280, -2.100], [2.414, 3.140, -0.883], [1.417, 2.043, -0.490], [0.172, 2.015, -1.423], [-0.549, 0.854, -1.121], [-1.688, 0.765, -2.070], [2.057, 0.735, -0.579], [2.187, 4.121, -0.465], [2.478, 3.326, -1.955], [3.383, 2.775, -0.542], [1.036, 2.108, 0.529], [0.539, 2.154, -2.440], [-0.471, 2.867, -1.200], [-1.297, 0.415, -3.025], [-2.164, 1.736, -2.208], [-2.495, 0.143, -1.683], [2.949, 0.815, -0.111], [2.329, 0.497, -1.522], [-0.779, 0.920, 2.415], [-0.391, -0.563, 2.514], [-1.352, -1.606, 1.999], [-1.643, -1.285, 0.655], [-2.514, -2.308, 0.108], [0.862, -0.588, 1.752], [-1.003, 1.229, 1.394], [-0.010, 1.627, 2.726], [-1.628, 1.194, 3.042], [-0.064, -0.759, 3.535], [-2.268, -1.467, 2.573], [-0.906, -2.593, 2.121], [-3.400, -2.609, 0.667], [-2.041, -3.277, -0.049], [-2.915, -1.979, -0.850], [1.479, 0.113, 2.136], [1.229, -1.507, 1.955]], "homo_lumo_gap_ev": [4.13, 4.51], "spin_multiplicity": 3, "charge": -1}